Entry 1:
Density functional theory data (the ωB97M-V functional and the def2-TZVPD basis) for a cluster of 2 separate species, C4H12O3 in total at a distorted geometry.

Positions of all 19 atoms, in Å:
C  0.846  -0.293  1.689
C  1.030  -0.527  0.128
C  -0.290  -0.778  -0.507
O  -0.042  -1.420  -1.760
C  0.803  1.060  2.454
O  -0.654  1.478  2.725
H  -0.015  -0.895  2.054
H  1.631  -0.952  2.079
H  1.494  0.359  -0.384
H  1.729  -1.301  -0.197
H  -0.892  -1.491  0.047
H  -0.907  0.139  -0.502
H  0.386  -2.251  -1.602
H  1.123  1.073  3.444
H  1.146  1.968  1.897
H  -1.118  1.499  1.936
H  -1.518  0.277  -3.059
H  -1.955  0.623  -4.634
O  -1.235  0.464  -3.923

total charge	+1
energy relative to the best compared isomer or geometry (same formula, charge and spin)	86.5	kcal per mole
maximum force	5.16	eV/A
frontier orbital gap (spin up / spin down)	10.5811 / 3.5412	eV
spin multiplicity	2

Atomic partial charges in e from the Mulliken method, atoms 1 to 4: C -0.861; C -0.500; C -0.314; O -0.172

---

Entry 2:
Density functional theory data (the ωB97M-V functional and the def2-TZVPD basis) for the molecule C2H3FN4 at a distorted geometry.

Positions of all 10 atoms, in Å:
N  2.589  1.666  -0.046
C  1.577  1.172  0.052
N  0.380  0.750  -0.001
C  -0.290  -0.492  0.112
N  -1.680  -0.459  0.108
N  0.229  -1.629  -0.092
F  1.591  -1.549  -0.026
H  -0.185  1.483  -0.398
H  -2.082  0.430  0.361
H  -2.128  -1.374  -0.070

total charge	0
energy relative to the best compared isomer or geometry (same formula, charge and spin)	63.3	kcal per mole
maximum force	5.08	eV/A
frontier orbital gap	9.9270	eV
SMILES string	N#CN/C(N)=N\F
spin multiplicity	1

Atomic partial charges in e from the Mulliken method, atoms 1 to 4: N -0.441; C 0.495; N -0.300; C 0.548

---

Q: Which value of total charge does entry 1 give?
A: +1

---

Q: Among the records above, which one has the highest energy relative to the best compared isomer or geometry (same formula, charge and spin)?
A: C4H12O3